83
Properties=species:S:1:pos:R:3 method="wB97M-V/def2-TZVPD" homo_ev="-11.327 / -11.776" s_squared=2.057 molar_mass_g_mol=640.63 multiplicity=3 energy_ha=-2967.9099 total_charge=+1 orbital_gap_ha="0.25980 / 0.21511"
V -0.426 0.442 -0.053
C -4.581 -5.983 0.101
C -3.698 -5.266 -0.921
C -4.582 -4.806 -2.090
C -2.643 -6.256 -1.437
C -2.992 -4.044 -0.325
C -2.165 -3.287 -1.122
C -1.552 -2.148 -0.577
N -0.707 -1.237 -1.160
C -0.186 -1.170 -2.438
C -0.150 -2.144 -3.432
C 0.400 -1.827 -4.663
C 0.929 -0.546 -4.837
C 0.955 0.458 -3.860
C 0.370 0.113 -2.670
O 0.221 0.903 -1.553
C 1.615 1.803 -4.188
C 3.074 1.551 -4.600
C 1.619 2.774 -3.005
C 0.853 2.457 -5.351
C 0.417 -2.884 -5.770
C 1.248 -4.088 -5.302
C -1.025 -3.333 -6.051
C 1.021 -2.351 -7.069
C -1.848 -1.758 0.752
O -1.279 -0.546 1.041
C -2.627 -2.511 1.598
C -3.172 -3.658 1.019
C -2.845 -2.115 3.061
C -1.488 -2.137 3.779
C -3.790 -3.085 3.773
C -3.449 -0.707 3.136
H -5.072 -6.828 -0.383
H -5.364 -5.329 0.493
H -4.001 -6.377 0.939
H -5.106 -5.665 -2.516
H -3.996 -4.344 -2.888
H -5.330 -4.084 -1.754
H -3.134 -7.150 -1.825
H -1.964 -6.560 -0.637
H -2.046 -5.828 -2.246
H -2.014 -3.551 -2.155
H -0.503 -3.144 -3.236
H 1.370 -0.307 -5.794
H 3.637 1.096 -3.781
H 3.551 2.500 -4.853
H 3.154 0.899 -5.471
H 2.144 2.363 -2.141
H 0.611 3.056 -2.700
H 2.140 3.683 -3.308
H 0.883 1.844 -6.254
H 1.303 3.423 -5.589
H -0.194 2.624 -5.088
H 0.822 -4.554 -4.410
H 2.274 -3.792 -5.074
H 1.278 -4.844 -6.089
H -1.477 -3.813 -5.179
H -1.034 -4.057 -6.868
H -1.651 -2.486 -6.338
H 2.068 -2.063 -6.946
H 0.464 -1.494 -7.456
H 0.985 -3.135 -7.827
H -3.794 -4.280 1.643
H -1.043 -3.134 3.740
H -1.620 -1.865 4.828
H -0.786 -1.430 3.336
H -3.383 -4.099 3.816
H -4.774 -3.120 3.297
H -3.934 -2.748 4.801
H -2.773 0.055 2.747
H -3.661 -0.461 4.178
H -4.388 -0.653 2.580
F 3.030 0.564 1.190
C 2.133 1.456 1.616
C 0.827 1.409 1.179
C -0.024 2.375 1.655
F -1.316 2.307 1.147
C 0.324 3.364 2.543
F -0.539 4.272 2.979
C 1.642 3.375 2.967
F 2.048 4.302 3.819
C 2.549 2.428 2.502
F 3.807 2.478 2.920



88
Properties=species:S:1:pos:R:3 method="wB97M-V/def2-TZVPD" homo_ev="-12.207 / -12.210" s_squared=2.006 molar_mass_g_mol=781.34 multiplicity=3 e_above_lowest_kcal_mol=41.6 energy_ha=-5671.4608 total_charge=+2 orbital_gap_ha="0.26766 / 0.18664"
Ti 0.078 -0.121 -0.671
C -1.101 1.994 -3.142
C -1.748 1.558 -1.981
C -2.191 0.236 -1.891
C -1.946 -0.653 -2.942
C -1.300 -0.213 -4.083
C -0.894 1.114 -4.190
H -0.821 3.035 -3.251
H -2.044 2.274 -1.224
H -2.873 -0.053 -1.107
H -2.302 -1.672 -2.881
H -1.129 -0.898 -4.904
H -0.429 1.466 -5.103
N -1.044 0.647 1.213
C -2.081 -0.317 1.681
C -2.166 -0.303 3.216
C -2.712 -1.525 3.967
C -4.114 -2.055 3.622
N -4.979 -1.144 2.851
C -5.555 -1.463 1.690
N -5.031 -2.403 0.918
N -6.636 -0.781 1.291
C -1.816 -1.659 0.978
O -2.428 -2.663 1.315
O -1.023 -1.576 -0.029
H -0.224 0.530 1.804
H -1.343 1.601 1.373
H -3.039 0.003 1.262
H -2.740 0.584 3.503
H -1.152 -0.162 3.592
H -2.697 -1.250 5.023
H -2.020 -2.357 3.833
H -4.642 -2.290 4.544
H -4.013 -2.972 3.057
H -5.405 -0.393 3.370
H -4.073 -2.714 1.074
H -5.495 -2.685 0.072
H -7.148 -0.201 1.933
H -7.103 -1.012 0.430
O 3.004 -4.126 -2.604
C 2.807 -3.307 -3.647
C 3.205 -3.760 -4.904
C 3.018 -2.981 -6.024
C 2.427 -1.718 -5.925
C 2.035 -1.257 -4.693
C 2.205 -2.039 -3.536
C 1.721 -1.515 -2.265
O 0.909 -0.460 -2.259
N 2.071 -2.086 -1.148
N 1.550 -1.466 -0.002
C 1.742 -2.155 1.058
S 1.265 -1.563 2.627
C 1.306 -3.215 3.385
C 2.520 -3.922 2.821
S 2.504 -3.711 1.017
H 2.718 -3.675 -1.789
H 3.669 -4.737 -4.960
H 3.336 -3.344 -6.994
H 2.284 -1.109 -6.808
H 1.602 -0.272 -4.580
H 0.383 -3.719 3.106
H 1.363 -3.090 4.465
H 2.489 -4.991 3.030
H 3.449 -3.507 3.208
Ge 0.786 3.198 -0.547
C 2.582 3.787 -1.029
C 2.818 4.426 -2.245
C 4.099 4.868 -2.548
C 5.131 4.670 -1.639
C 4.890 4.025 -0.430
C 3.615 3.578 -0.116
C 0.716 3.221 1.420
C 1.338 2.246 2.200
C 1.288 2.325 3.584
C 0.615 3.377 4.201
C -0.002 4.355 3.433
C 0.038 4.270 2.044
H 1.075 1.307 -0.459
H 2.011 4.589 -2.948
H 4.283 5.363 -3.493
H 6.128 5.025 -1.868
H 5.694 3.866 0.277
H 3.431 3.080 0.828
H 1.874 1.428 1.725
H 1.781 1.568 4.183
H 0.577 3.430 5.282
H -0.515 5.183 3.907
H -0.451 5.033 1.448



84
Properties=species:S:1:pos:R:3 method="wB97M-V/def2-TZVPD" homo_ev="-12.431 / -12.339" s_squared=6.034 molar_mass_g_mol=804.90 multiplicity=5 energy_ha=-2536.9111 total_charge=+2 orbital_gap_ha="0.22120 / 0.12686"
Os -0.796 2.086 -2.808
C -1.710 2.228 -4.527
C -1.578 0.820 -4.105
C -0.543 -0.090 -4.743
C 0.906 0.442 -4.582
C 1.055 1.442 -3.448
C 0.866 2.856 -3.698
C 0.551 3.321 -5.106
C -0.837 2.836 -5.611
C 1.360 0.639 1.098
H -2.738 2.605 -4.503
H -2.520 0.315 -3.851
H -0.778 -0.284 -5.807
H -0.611 -1.067 -4.243
H 1.573 -0.407 -4.368
H 1.273 0.855 -5.535
H 1.805 1.176 -2.685
H 1.470 3.519 -3.071
H 1.337 3.002 -5.812
H 0.573 4.418 -5.141
H -1.368 3.715 -6.004
H -0.736 2.152 -6.465
H 0.939 1.349 0.373
H 2.084 1.162 1.743
H 0.536 0.234 1.714
P 2.162 -0.643 0.161
P -1.366 -1.074 0.520
N 3.423 0.217 -0.683
N 3.017 -1.733 1.080
N -2.095 0.213 -0.550
N -2.628 -2.169 0.948
C 1.080 -1.412 -1.069
C -0.342 -1.994 -0.735
C 3.365 1.606 -0.833
C 4.584 2.066 -1.287
C 5.418 0.920 -1.515
C 4.680 -0.203 -1.167
C 3.799 -1.343 2.182
C 4.499 -2.436 2.627
C 4.190 -3.546 1.768
C 3.304 -3.081 0.805
C -1.414 1.471 -0.850
C -2.396 2.355 -1.497
C -3.611 1.561 -1.595
C -3.400 0.349 -0.984
C -3.895 -2.523 0.466
C -4.552 -3.296 1.419
C -3.655 -3.472 2.517
C -2.484 -2.813 2.207
H 1.673 -2.235 -1.508
H 0.967 -0.628 -1.843
H -0.903 -2.064 -1.686
H -0.232 -3.027 -0.349
H 2.450 2.134 -0.598
H 4.836 3.107 -1.417
H 6.439 0.949 -1.881
H 4.909 -1.257 -1.258
H 3.765 -0.315 2.534
H 5.173 -2.448 3.476
H 4.597 -4.543 1.861
H 2.864 -3.589 -0.042
H -0.770 1.861 -0.063
H -2.333 3.441 -1.389
H -4.547 1.901 -2.014
H -4.132 -0.416 -0.744
H -4.228 -2.226 -0.517
H -5.555 -3.696 1.355
H -3.834 -4.020 3.431
H -1.574 -2.695 2.769
O -2.570 1.898 4.740
C -2.079 0.994 5.586
C -2.318 1.129 6.972
C -1.846 0.165 7.854
C -1.126 -0.942 7.375
C -0.860 -1.071 6.013
C -1.322 -0.110 5.112
C -1.045 -0.239 3.646
O -0.247 -1.126 3.270
O -1.673 0.577 2.850
H -2.299 1.519 3.806
H -2.880 1.987 7.327
H -2.048 0.255 8.924
H -0.760 -1.709 8.056
H -0.290 -1.905 5.604



96
Properties=species:S:1:pos:R:3 method="wB97M-V/def2-TZVPD" homo_ev="-12.125 / -12.112" s_squared=0.996 molar_mass_g_mol=1218.14 multiplicity=2 e_above_lowest_kcal_mol=50.1 energy_ha=-11718.7015 total_charge=+2 orbital_gap_ha="0.24537 / 0.24039"
Re -0.143 0.604 0.099
Br 3.100 5.145 2.591
C 2.090 3.688 3.268
C 2.176 3.466 4.647
C 1.499 2.430 5.231
Br 1.629 2.224 7.116
C 0.723 1.536 4.451
C 0.016 0.461 5.017
C -0.751 -0.329 4.198
C -0.762 -0.076 2.833
N -0.070 0.898 2.243
C 0.651 1.748 3.041
C 1.320 2.867 2.462
O 1.139 3.049 1.125
H 2.769 4.137 5.251
H 0.076 0.278 6.079
H -1.351 -1.134 4.583
H -1.376 -0.705 2.202
C 4.770 0.096 2.525
C 3.873 0.257 1.363
C 4.142 0.766 0.107
C 2.934 0.753 -0.590
N 1.958 0.301 0.212
N 2.553 -0.013 1.391
C 2.733 1.094 -2.019
H 5.731 -0.299 2.209
H 4.344 -0.563 3.276
H 4.956 1.071 2.977
H 5.086 1.107 -0.260
H 2.061 -0.567 2.082
H 3.636 1.544 -2.417
H 1.903 1.782 -2.149
H 2.519 0.179 -2.572
C 2.335 -4.381 -0.241
C 1.103 -4.070 -1.071
O -0.029 -3.764 -0.267
P -0.190 -2.330 0.463
O -1.768 -2.442 0.798
C -2.761 -2.778 -0.176
C -3.602 -3.932 0.338
O 0.403 -2.538 1.951
C 0.094 -3.714 2.720
C 1.141 -3.841 3.808
H 3.166 -4.640 -0.891
H 2.137 -5.220 0.420
H 2.614 -3.517 0.359
H 0.808 -4.939 -1.663
H 1.294 -3.225 -1.745
H -2.274 -3.048 -1.118
H -3.381 -1.886 -0.332
H -2.979 -4.811 0.481
H -4.379 -4.162 -0.385
H -4.075 -3.668 1.281
H 0.103 -4.592 2.069
H -0.908 -3.613 3.141
H 2.131 -3.934 3.365
H 0.949 -4.728 4.404
H 1.120 -2.966 4.455
N -4.323 2.354 3.587
C -4.916 1.570 2.653
O -5.836 0.827 2.880
C -4.260 1.569 1.298
C -5.012 1.515 0.129
C -4.326 1.369 -1.066
C -2.952 1.211 -1.052
N -2.220 1.191 0.074
C -2.885 1.430 1.214
H -4.795 2.408 4.477
H -3.754 3.140 3.329
H -6.085 1.603 0.166
H -4.851 1.362 -2.007
H -2.421 1.101 -1.989
H -2.319 1.486 2.130
Cl 0.306 5.955 0.667
Si 1.135 4.265 0.014
Cl -0.197 3.354 -1.252
Cl 2.883 4.374 -0.930
C -0.826 -1.762 -5.139
N -0.437 -0.397 -4.924
C -0.349 0.230 -3.737
Se -0.352 -0.659 -2.072
N -0.071 1.529 -3.953
C 0.067 1.749 -5.306
C 0.402 2.881 -6.032
C 0.532 2.730 -7.398
C 0.310 1.500 -8.020
C -0.056 0.375 -7.306
C -0.165 0.512 -5.929
H -0.847 -2.282 -4.183
H -0.120 -2.255 -5.806
H -1.821 -1.801 -5.587
H -0.021 2.240 -3.233
H 0.573 3.828 -5.549
H 0.820 3.579 -7.999
H 0.429 1.427 -9.088
H -0.230 -0.567 -7.797



82
Properties=species:S:1:pos:R:3 method="wB97M-V/def2-TZVPD" homo_ev=-3.413 molar_mass_g_mol=659.77 e_above_lowest_kcal_mol=17.7 energy_ha=-5209.7366 total_charge=-1 orbital_gap_ha=0.21372
Ca -0.126 0.116 0.428
C 1.901 -0.981 -3.565
C 1.003 -0.528 -2.589
N 1.331 -0.395 -1.323
C 2.582 -0.711 -0.922
C 3.539 -1.254 -1.822
C 3.160 -1.352 -3.178
C 4.783 -1.700 -1.335
C 5.019 -1.649 0.017
C 4.110 -1.074 0.909
C 2.907 -0.502 0.473
N 1.969 0.134 1.205
C 2.143 0.628 2.457
C 3.358 0.979 3.051
C 3.436 1.411 4.378
C 2.319 1.519 5.167
C 1.053 1.274 4.595
C -0.149 1.419 5.320
C -1.350 1.217 4.699
C -1.351 0.896 3.334
N -0.256 0.746 2.630
C 0.948 0.888 3.232
H 1.588 -1.045 -4.599
H -0.018 -0.261 -2.838
H 3.876 -1.737 -3.896
H 5.513 -2.104 -2.026
H 5.944 -2.058 0.408
H 4.334 -1.089 1.965
H 4.260 0.930 2.459
H 4.408 1.652 4.794
H 2.387 1.807 6.209
H -0.101 1.703 6.365
H -2.286 1.313 5.231
H -2.287 0.762 2.801
C -0.790 3.143 0.768
C -1.936 2.579 0.158
C -1.589 2.202 -1.160
C -0.233 2.544 -1.367
C 0.260 3.101 -0.170
C 1.652 3.628 0.041
C 0.507 2.553 -2.676
C -2.563 1.703 -2.191
C -3.328 2.516 0.728
C -0.712 3.823 2.104
H 1.724 4.701 -0.181
H 2.368 3.111 -0.603
H 1.976 3.488 1.076
H 0.732 3.581 -2.982
H -0.085 2.100 -3.475
H 1.463 2.023 -2.626
H -2.981 2.525 -2.788
H -3.401 1.189 -1.714
H -2.101 0.997 -2.887
H -3.751 1.505 0.679
H -4.015 3.173 0.182
H -3.342 2.831 1.773
H -0.755 4.914 1.999
H 0.223 3.587 2.621
H -1.534 3.528 2.760
C 0.594 -4.487 -2.770
C -0.936 -4.522 -2.833
C -1.566 -3.137 -2.657
S -1.285 -2.616 -0.896
O -1.502 -1.133 -0.894
C -2.843 -3.361 -0.236
C -3.931 -2.316 -0.037
C -4.556 -1.806 -1.335
H 1.010 -5.494 -2.850
H 0.942 -4.062 -1.829
H 0.996 -3.882 -3.584
H -1.318 -5.190 -2.052
H -1.244 -4.948 -3.791
H -2.629 -3.128 -2.892
H -1.060 -2.396 -3.279
H -2.547 -3.785 0.722
H -3.149 -4.160 -0.914
H -3.492 -1.473 0.501
H -4.705 -2.748 0.601
H -3.818 -1.257 -1.918
H -5.383 -1.128 -1.116
H -4.951 -2.630 -1.937
Br -0.363 -2.339 1.895